[1]
{"formula": "C9H10Br2N3S", "method": "ωB97M-V/def2-TZVPD", "charge": 1, "e_lumo_ev": -4.419, "gap_ev": 7.13, "species": ["C", "C", "Br", "C", "Br", "C", "C", "C", "C", "N", "S", "N", "C", "C", "H", "H", "H", "H", "H", "H", "N", "H", "H", "H", "H"], "coordinates": [[2.74681, 1.50995, 0.48660], [1.38610, 0.92450, 0.73342], [1.22862, -0.10690, 2.31170], [0.34119, 1.09506, -0.07064], [0.54195, 2.09384, -1.66581], [-1.00218, 0.54244, 0.21191], [-1.94105, 1.37493, 0.88314], [-3.17671, 0.90412, 1.20206], [-3.49743, -0.41916, 0.82727], [-4.66334, -1.04506, 1.04751], [-4.55161, -2.49748, 0.42956], [-3.04480, -2.45668, -0.15898], [-2.58360, -1.24362, 0.14057], [-1.29335, -0.73348, -0.16358], [3.27304, 0.91092, -0.25678], [2.70170, 2.54512, 0.17862], [3.33277, 1.45184, 1.39512], [-1.65175, 2.37999, 1.13580], [-3.87265, 1.53305, 1.72882], [-0.54736, -1.31169, -0.68000], [3.25567, -1.49195, -1.94392], [3.71781, -0.97948, -2.69899], [3.84042, -1.46589, -1.10485], [2.35140, -1.05101, -1.74001], [3.10832, -2.46336, -2.22854]], "forces_ev_per_angstrom": [[0.000, -0.452, 0.599], [0.290, 0.425, -0.390], [-0.055, -0.037, -0.032], [-0.108, -0.503, 0.591], [0.003, 0.021, -0.161], [0.129, 0.042, -0.392], [-0.328, -0.269, 0.013], [0.429, 0.385, 0.011], [-0.771, -0.104, 0.258], [-0.300, 0.339, 0.254], [0.548, -0.165, -0.303], [-0.573, -0.352, 0.147], [0.952, 0.063, -0.354], [-0.100, 0.333, 0.071], [0.168, 0.164, -0.281], [-0.039, 0.136, -0.275], [0.137, 0.057, 0.131], [0.039, 0.202, 0.092], [-0.274, -0.053, 0.057], [-0.012, -0.343, -0.105], [-0.095, 0.038, 0.016], [-0.011, 0.013, -0.001], [-0.018, 0.004, 0.022], [-0.001, 0.055, 0.030], [-0.011, 0.002, 0.002]]}

=====

[2]
{"formula": "C9H10BrNO3S", "method": "ωB97M-V/def2-TZVPD", "charge": 0, "de_lowest_kj_mol": 0.0, "e_lumo_ev": 0.130, "gap_ev": 9.35, "species": ["C", "C", "C", "C", "C", "C", "C", "C", "C", "N", "O", "O", "O", "S", "Br", "H", "H", "H", "H", "H", "H", "H", "H", "H", "H"], "coordinates": [[2.73011, -1.57338, 0.85168], [2.67844, -0.70158, -0.18941], [1.61207, -2.11452, 1.38695], [1.41773, -0.29234, -0.71292], [0.38931, -1.71432, 0.97706], [0.27031, -0.80231, -0.12080], [-1.31275, 0.46486, -1.79991], [0.00474, 2.16093, 0.79105], [-1.08389, -0.37141, -0.46107], [-2.56930, 0.43332, -2.35129], [-0.38527, 1.24837, -2.07956], [-2.67853, 1.78069, 0.48511], [-1.51876, 0.47196, 2.25424], [-1.48794, 1.08604, 0.92988], [-2.56604, -1.53498, -0.03912], [3.78960, -1.80413, 1.26597], [3.63858, -0.30770, -0.52629], [1.70683, -2.95410, 2.19319], [1.07961, 0.44737, -1.49352], [-0.50539, -2.16554, 1.34957], [-0.34635, 3.09224, 1.08931], [0.82635, 1.64085, 1.38757], [0.47629, 2.11648, -0.14696], [-3.46021, 0.12157, -2.03342], [-2.70553, 1.27161, -3.00733]], "forces_ev_per_angstrom": [[3.789, -0.187, 0.607], [-0.663, 1.443, -1.198], [-0.265, -2.825, 2.947], [-0.333, 0.343, -0.253], [-0.817, 0.538, -1.787], [0.737, -1.777, 1.619], [0.107, 0.294, 2.227], [0.828, -3.418, 1.437], [-1.653, 2.586, -0.241], [1.630, 3.188, -2.587], [-2.583, -1.154, -0.841], [0.678, -0.054, -0.024], [0.340, 0.524, -1.450], [0.448, -0.688, -0.087], [0.111, -0.380, -0.329], [-2.066, 0.127, -0.690], [-0.511, 0.097, -0.327], [-0.235, 1.807, -1.452], [1.941, -0.888, 0.644], [-0.190, -0.092, 0.426], [-0.176, 1.703, 0.691], [-1.440, 1.039, 0.111], [-0.332, 0.363, -1.651], [0.195, -0.771, 1.008], [0.463, -1.819, 1.201]]}

=====

[3]
{"formula": "C9H10BrNS", "method": "ωB97M-V/def2-TZVPD", "charge": 0, "de_lowest_kj_mol": 0.0, "e_lumo_ev": 0.718, "smiles": "CSN1c2ccccc2C[C@H]1Br", "gap_ev": 8.76, "species": ["C", "C", "C", "C", "C", "C", "C", "C", "C", "N", "S", "Br", "H", "H", "H", "H", "H", "H", "H", "H", "H", "H"], "coordinates": [[2.31233, 1.50014, 1.36101], [2.69192, 0.61281, 0.36190], [0.98377, 1.97882, 1.36767], [1.76487, -0.01910, -0.40467], [0.03722, 1.38669, 0.55464], [0.43890, 0.42094, -0.32982], [-1.43236, 1.63512, 0.37563], [-1.71240, 0.91587, -0.94095], [-1.11763, -2.59270, -1.25489], [-0.64158, -0.06342, -1.11991], [-0.51488, -1.24525, -2.31156], [-1.83366, 1.91712, -2.60632], [3.09100, 1.83034, 1.92156], [3.73659, 0.47303, 0.37461], [0.51486, 2.80428, 2.01024], [2.07484, -0.70077, -1.08133], [-1.92253, 1.15394, 1.34076], [-1.72521, 2.66374, 0.26457], [-2.66923, 0.54384, -1.04537], [-1.04801, -3.62174, -1.58123], [-2.09364, -2.51145, -0.99723], [-0.51409, -2.67941, -0.40415]], "forces_ev_per_angstrom": [[-2.876, 0.206, -2.146], [-0.537, 0.602, 1.959], [-0.778, 0.875, 1.535], [-1.479, 1.883, 0.717], [0.654, 0.588, -0.512], [0.681, -1.757, -0.874], [-0.098, -0.867, 1.380], [1.126, -1.185, -0.339], [2.062, -1.040, -1.229], [0.088, 1.066, 1.277], [-0.490, -0.220, 0.595], [0.259, 1.454, -0.570], [1.679, 1.487, 1.950], [1.006, -0.902, -0.626], [1.462, -1.185, -0.530], [0.641, -2.188, -2.243], [0.282, 0.833, -2.280], [-0.065, 0.478, 0.360], [-1.755, -1.457, 0.567], [0.272, -0.104, -1.319], [-3.035, 0.864, 0.800], [0.902, 0.568, 1.531]]}

=====

[4]
{"formula": "C9H10F3NO2Re", "method": "ωB97M-V/def2-TZVPD", "charge": 0, "de_lowest_kj_mol": 0.8, "e_lumo_ev": [0.525, -0.792], "spin_multiplicity": 4, "gap_ev": [7.39, 8.55], "species": ["C", "C", "C", "C", "C", "Re", "N", "C", "C", "H", "H", "H", "H", "H", "H", "H", "H", "H", "H", "F", "C", "F", "F", "C", "O", "O"], "coordinates": [[-1.20353, 0.82380, -2.27408], [0.19513, 0.65521, -2.56542], [0.94551, 1.45448, -1.62824], [0.01155, 2.12412, -0.76630], [-1.31195, 1.76154, -1.17708], [-0.30038, -0.12374, -0.54425], [-1.84212, -0.40853, 0.18376], [-0.19448, -2.30564, -0.44844], [0.89531, -1.82348, -1.24175], [2.02748, 1.55550, -1.59558], [0.61042, 0.04328, -3.36062], [0.26275, 2.84074, 0.00917], [-2.22754, 2.17171, -0.77598], [-2.02296, 0.40362, -2.84243], [0.85912, -1.96874, -2.32479], [-1.04715, -2.77817, -0.94815], [-2.71999, -0.53393, 0.69028], [1.90417, -1.88480, -0.82620], [-0.00410, -2.62174, 0.58247], [-0.02185, 0.26599, 4.62900], [0.89358, 0.41313, 3.63721], [1.05547, 1.74246, 3.39429], [2.08603, -0.08478, 4.07614], [0.45921, -0.40897, 2.34881], [-0.06680, -1.49563, 2.53483], [0.75713, 0.18259, 1.23334]], "forces_ev_per_angstrom": [[-0.050, 0.634, -0.503], [0.138, 0.664, 0.279], [-0.039, 0.226, -0.320], [-0.479, 0.337, -1.261], [0.919, 0.830, -0.750], [5.067, 0.561, -2.005], [-5.868, -1.509, 3.665], [0.554, -0.895, -0.438], [-0.147, -0.866, 0.265], [-0.348, -0.089, 0.062], [-0.116, 0.199, 0.278], [-0.058, -0.439, 0.017], [0.121, -0.313, 0.136], [0.067, 0.070, 0.168], [-0.036, 0.113, 0.338], [0.265, 0.251, 0.251], [0.658, 0.027, -0.290], [-0.233, 0.282, -0.014], [-0.232, 0.232, -0.402], [0.865, 0.271, -0.760], [0.050, -0.271, -0.211], [-0.141, -1.030, 0.321], [-0.831, 0.536, -0.115], [-0.329, -0.468, 0.605], [0.569, 1.187, -0.096], [-0.365, -0.540, 0.779]]}

=====

The highest charge belongs to which entry? C9H10Br2N3S